Formula: CH4FN2O
Source: OMol25
Level of theory: wB97M-V/def2-TZVPD

```
! RIJCOSX wB97M-V def2-TZVPD def2/J DEFGRID3
* xyz 1 1
C -0.8162 -0.9339 -0.3635
N 0.0676 1.6449 0.2020
N -0.5454 -2.1563 -0.1445
O -0.9822 2.3703 0.1858
F -0.7483 -0.4923 -1.6706
H 0.4170 1.4035 -0.8206
H -0.7542 -2.5062 0.7970
H 0.0324 -2.6142 -0.8902
H -1.1666 2.7350 1.1461
*
```

Calculated values
Relative energy (zero: lowest compared OMol25 entry of this formula, charge and spin), kcal per mole: 105.8
HOMO (alpha / beta), eV: -15.21 / -14.12
HOMO-LUMO gap (alpha / beta), eV: 8.4410 / 6.2789

Formula: C50H50F3N3O2
Source: OMol25
Level of theory: wB97M-V/def2-TZVPD

```
! RIJCOSX wB97M-V def2-TZVPD def2/J DEFGRID3
* xyz 0 1
C -2.8776 0.0511 -2.7659
C -2.8918 -0.8732 -1.5564
C -3.4745 -2.2490 -1.8853
C -3.6232 -0.2410 -0.3664
C -4.9960 0.0024 -0.4508
C -5.7049 0.4677 0.6529
C -5.0526 0.6712 1.8696
C -3.6843 0.4389 1.9868
C -2.9524 0.6783 3.3083
C -3.8048 0.3500 4.5328
C -2.4200 2.1059 3.3895
C -2.9681 0.0376 0.8433
N -1.5490 -0.2381 0.9646
N -1.1473 -1.3422 1.6347
N 0.1879 -1.4219 1.4044
C 0.9019 -2.6233 1.7399
C 1.1759 -3.5765 0.7394
C 0.6394 -3.4507 -0.6944
C -0.2088 -4.6697 -1.0626
C 1.7668 -3.2311 -1.6988
C 1.9642 -4.6755 1.0860
C 2.4552 -4.8196 2.3810
C 2.1068 -3.8992 3.3686
C 1.2871 -2.8129 3.0730
C 0.8733 -1.8121 4.1555
C 1.9487 -0.7474 4.3521
C 0.5414 -2.4930 5.4862
C 0.6670 -0.2741 0.8005
C 2.0673 0.0807 0.7813
C 2.4155 1.4404 0.9871
C 3.7277 1.8768 0.9019
C 4.7404 0.9507 0.6872
C 6.1508 1.4537 0.5452
F 7.0266 0.4816 0.1653
F 6.2299 2.4542 -0.3894
F 6.6223 1.9798 1.7201
C 4.4582 -0.4076 0.6113
C 3.1412 -0.8426 0.6563
C -0.4517 0.4731 0.4206
C -0.4959 1.6167 -0.3491
H -2.3864 0.9989 -2.5150
H -2.3115 -0.4058 -3.5869
H -3.8956 0.2720 -3.1152
H -1.8531 -1.0121 -1.2383
H -3.4336 -2.8974 -1.0014
H -4.5218 -2.1663 -2.2028
H -2.8984 -2.7257 -2.6859
H -5.5060 -0.2094 -1.3926
H -6.7775 0.6422 0.5784
H -5.6140 1.0028 2.7454
H -2.1030 -0.0198 3.2957
H -4.2304 -0.6555 4.4512
H -3.1782 0.3873 5.4303
H -4.6199 1.0738 4.6531
H -1.7734 2.3345 2.5350
H -3.2560 2.8187 3.3879
H -1.8437 2.2474 4.3109
H -0.0053 -2.5624 -0.7153
H -1.0352 -4.7896 -0.3522
H -0.6341 -4.5513 -2.0655
H 0.3984 -5.5836 -1.0437
H 2.2324 -2.2478 -1.5556
H 2.5392 -4.0068 -1.5968
H 1.3767 -3.2554 -2.7234
H 2.1931 -5.4171 0.3183
H 3.1006 -5.6631 2.6277
H 2.4746 -4.0154 4.3889
H -0.0437 -1.3304 3.7824
H 2.1874 -0.2428 3.4073
H 1.6090 0.0060 5.0719
H 2.8697 -1.2103 4.7340
H -0.1684 -3.3143 5.3389
H 1.4499 -2.8880 5.9579
H 0.0890 -1.7648 6.1684
H 1.6281 2.1545 1.2368
H 3.9632 2.9349 0.9978
H 5.2602 -1.1325 0.4993
H 2.9293 -1.9097 0.5811
H 0.4068 2.2568 -0.2247
H -1.4887 1.9776 -0.6304
C -0.4626 -0.5828 -6.3828
C -0.6885 0.6779 -5.8233
C 0.0964 1.0693 -4.7481
C 1.0688 0.2178 -4.2112
C 1.2874 -1.0472 -4.7509
C 0.5172 -1.4410 -5.8476
C 1.6102 0.7997 -2.9602
O 2.3504 0.2204 -2.1711
C 0.9722 2.1157 -2.8347
C 1.0178 2.8444 -1.6271
C 0.6599 4.3005 -1.6292
C -0.6793 4.7140 -1.5957
C -1.0043 6.0737 -1.6152
C 0.0172 7.0328 -1.6075
C 1.3594 6.6325 -1.6187
C 1.6756 5.2754 -1.6002
C -0.0656 2.2415 -3.8498
O -1.0138 3.0324 -3.8917
H -1.0467 -0.8977 -7.2454
H -1.4346 1.3732 -6.2028
H 2.0690 -1.6692 -4.3201
H 0.6825 -2.4183 -6.2995
H 1.9628 2.6653 -1.1008
H -1.4630 3.9639 -1.5543
H -2.0513 6.3769 -1.6028
H -0.2316 8.0950 -1.5879
H 2.1656 7.3655 -1.6138
H 2.7067 4.9286 -1.5870
*
```

Calculated values
HOMO, eV: -6.52
HOMO-LUMO gap, eV: 6.1374

Formula: C4H13N3
Source: OMol25
Level of theory: wB97M-V/def2-TZVPD

```
! RIJCOSX wB97M-V def2-TZVPD def2/J DEFGRID3
* xyz 0 1
N -0.0303 -0.4318 -2.8493
C -0.7495 -1.1515 -1.9568
C -0.1408 -1.5355 -0.6159
N 0.2568 -0.1800 -0.0087
C 0.3474 -0.1382 1.5188
C 0.0075 1.0586 2.3036
N 0.3085 2.2576 1.4808
H 0.5512 0.2856 -2.4617
H 0.6903 -1.0047 -3.2360
H -1.2462 -2.1199 -2.3690
H -1.6990 -0.5541 -1.6211
H -1.0976 -1.7039 -0.0429
H 0.4344 -2.4344 -0.5555
H -0.4708 0.4362 -0.1831
H -0.1110 -0.9159 2.0351
H 1.4278 -0.4176 1.6589
H -1.0779 1.0753 2.4755
H 0.5206 1.0632 3.2792
H 1.2906 2.2618 1.0951
H 0.2551 3.1065 2.0663
*
```

Calculated values
Relative energy (zero: lowest compared OMol25 entry of this formula, charge and spin), kcal per mole: 55.4
HOMO, eV: -8.78
Structure (SMILES): NCCNCCN
HOMO-LUMO gap, eV: 9.8318

Formula: C4H10FP
Source: OMol25
Level of theory: wB97M-V/def2-TZVPD

```
! RIJCOSX wB97M-V def2-TZVPD def2/J DEFGRID3
* xyz 0 1
C -1.1534 -1.5407 -0.2596
C 1.4583 1.1290 -0.2752
C -1.7834 -0.2400 -0.3547
C 1.1301 0.7079 1.1597
F -0.5059 2.8773 1.5499
P -0.5920 1.2263 1.7730
H -0.1713 -1.4170 -0.5719
H -1.2312 -1.8885 0.7441
H -1.7815 -2.2380 -1.0253
H 1.4029 2.2216 -0.4056
H 2.4610 0.7689 -0.4186
H 0.7619 0.5670 -0.9624
H -2.8644 -0.3216 -0.0362
H -1.5536 0.1905 -1.2271
H 1.7530 0.8173 1.9995
H 0.9638 -0.4231 1.3018
*
```

Calculated values
Relative energy (zero: lowest compared OMol25 entry of this formula, charge and spin), kcal per mole: 50.6
HOMO (alpha / beta), eV: -8.08 / -7.84
HOMO-LUMO gap (alpha / beta), eV: 8.0039 / 8.0790